Computed, not measured: an isolated molecule of C4H12N2, with wB97M-V/def2-TZVPD.

Computed properties:
Calculated total energy ... -7322.0776 eV
SMILES ... CNCN(C)C
Net charge ... 0
Energy relative to the best compared isomer or geometry (same formula, charge and spin) ... 0.951 eV

Structure (XYZ):
```
18
Properties=species:S:1:pos:R:3:forces:R:3:mulliken_charge:R:1
C 1.112 -0.384 -1.236 -0.041 0.516 0.225 -1.12
C 1.124 -1.421 0.930 0.048 0.083 0.004 -0.95
C -2.098 0.611 -0.335 0.641 1.338 0.069 -0.87
N 0.416 -0.539 0.029 0.228 0.051 0.083 0.02
H 2.128 0.047 -1.106 -0.196 -0.170 -0.064 0.33
H 0.530 0.293 -1.862 0.128 -0.057 -0.043 0.34
H 1.177 -1.346 -1.721 0.157 -0.301 -0.194 0.38
H 1.331 -2.363 0.413 -0.026 0.089 0.158 0.30
H 2.086 -0.998 1.278 -0.075 -0.087 -0.043 0.33
H 0.497 -1.620 1.802 0.095 -0.069 0.011 0.30
H -2.758 1.155 -1.002 -0.244 0.068 -0.049 0.33
H -2.591 0.491 0.637 0.015 -0.133 -0.015 0.31
H -1.911 -0.363 -0.773 0.262 0.038 0.085 0.30
C 0.110 0.747 0.634 0.155 -0.324 -0.081 -0.64
N -0.832 1.429 -0.220 -1.140 -0.965 -0.126 -0.39
H -1.044 2.345 0.159 -0.050 -0.092 -0.059 0.26
H -0.292 0.545 1.642 0.081 -0.007 -0.049 0.38
H 1.015 1.371 0.731 -0.039 0.023 0.086 0.39
```
Forces are in eV/Å.